1.
# C10H36O8

A 8-piece molecular cluster, C10H36O8 overall (ωB97M-V/def2-TZVPD, the Open Molecules 2025 dataset).

XYZ file:
```
54
Properties=species:S:1:pos:R:3:forces:R:3
O 1.8724 5.1956 0.5124 1.58 0.45 -0.87
O -2.6561 -1.2613 4.7498 -0.53 -0.18 -0.22
O 1.5759 -4.3142 3.3265 1.33 0.47 0.03
O -3.7686 4.2619 -3.6029 -0.89 -0.18 0.52
O -2.4470 1.9142 2.4789 0.26 -0.24 0.04
O 0.2652 -2.6159 -0.5049 -0.74 0.46 0.33
O 0.9108 1.1466 0.3988 0.14 0.30 -0.09
O 4.8661 1.3060 -5.9242 0.45 0.72 -0.48
C 1.0706 -6.3437 4.6154 -0.73 0.90 -0.25
C 3.8194 0.8625 -5.1157 0.23 -0.53 1.96
C -2.5965 4.0040 -4.3000 1.66 1.05 -0.67
C -1.6813 -3.8216 -1.2634 0.42 -0.30 -0.14
C 0.8917 5.9757 1.1380 -0.68 -1.33 0.52
C 4.1383 0.9855 -3.5818 -0.84 0.29 -0.90
C -1.1744 -2.5496 -0.6433 0.49 -0.10 -0.30
C -2.3838 -1.1739 6.1405 0.52 0.67 -0.65
C 0.6087 -5.2850 3.6054 -0.53 0.20 -0.45
C -1.5684 3.2436 -3.4925 -0.51 -1.44 -0.05
H -1.2111 -4.6706 -0.7672 -0.61 -0.15 0.50
H -4.4315 4.5096 -4.2515 -0.15 0.08 0.17
H -2.6503 2.4957 3.2115 -0.02 0.18 0.20
H -0.0275 5.7258 0.6082 -0.58 0.60 0.41
H 0.2078 1.2308 1.0430 -0.25 0.04 0.23
H 0.8713 5.6132 2.1657 -0.65 0.39 0.35
H 5.6350 0.7577 -5.7518 0.07 0.01 0.00
H -2.7832 3.6292 -5.3064 -0.13 -0.91 0.14
H -1.6233 -2.3796 0.3353 0.36 -0.10 0.14
H 3.6911 -0.2021 -5.3111 -0.68 -0.09 -0.14
H 1.4026 -3.9472 2.4565 0.02 0.09 0.01
H -0.8256 2.8071 -4.1602 0.40 0.57 -0.03
H -2.6450 -0.1988 6.5516 -0.51 0.03 0.11
H -1.1203 3.7888 -2.6618 0.01 0.24 -0.33
H -2.9487 -1.9675 6.6296 0.39 0.07 0.08
H 1.0616 7.0520 1.1666 0.47 -0.22 -0.50
H -2.3771 -0.4606 4.2995 0.06 0.08 0.05
H 0.8550 0.2390 0.1000 0.04 -0.36 -0.10
H 0.9420 -5.9712 5.6316 -0.06 -0.03 0.03
H 4.0470 2.0190 -3.2476 0.72 0.15 -0.18
H -1.2975 -3.9486 -2.2756 -0.25 0.39 -0.35
H 3.3669 0.5154 -2.9717 -0.01 -0.54 -0.18
H 0.2880 -5.7125 2.6554 0.16 -0.67 -0.06
H -3.0707 2.1611 1.7962 -0.17 0.02 -0.23
H 1.6619 4.2636 0.6055 -0.14 0.04 0.06
H -1.4791 -1.7135 -1.2727 0.18 0.30 -0.04
H -2.0949 4.9399 -4.5458 0.03 0.58 0.04
H 2.9324 1.4579 -5.3321 0.04 -0.24 -0.27
H 0.6103 -2.8851 -1.3594 0.10 0.00 -0.10
H 0.3752 -7.1664 4.4488 0.36 -0.38 0.34
H -0.2712 -4.7185 3.9102 -0.39 -0.42 0.73
H -2.7713 -3.8205 -1.2731 0.07 -0.41 0.02
H 5.1043 0.5245 -3.3761 0.01 0.23 0.21
H -1.3001 -1.2082 6.2524 0.07 -0.66 0.55
H 2.1200 -6.6233 4.5228 -0.18 -0.12 -0.43
H -1.9873 2.3335 -3.0632 -0.42 0.01 0.22
```
Forces are in eV/Å.

## Properties
Energy above the lowest of the compared OMol25 structures with the same formula, charge and spin ... 305.4 kJ/mol
Charge ... 0
Structure (SMILES) ... CCO.CCO.CCO.CCO.CO.CO.O.O
Orbital gap ... 9.9 eV
Highest occupied orbital energy ... -9.81 eV
2S+1 ... 1

***

2.
# C10H37FO11PS

A 8-piece molecular cluster, C10H37FO11PS overall (ωB97M-V/def2-TZVPD, the Open Molecules 2025 dataset).

XYZ file:
```
61
Properties=species:S:1:pos:R:3:forces:R:3
S 1.8518 3.9609 -0.7544 2.36 -2.06 -4.58
P -0.4460 2.8743 1.7271 0.28 -2.50 1.91
F 2.9694 4.3154 0.4188 -1.65 -0.48 -1.13
O -1.5156 -7.3513 1.5338 -0.19 0.00 -0.02
O -0.1658 4.5223 1.1309 0.52 0.76 -2.33
O 1.5103 -0.5898 -0.3028 0.19 -0.24 -0.01
O -2.2084 8.0469 -0.5854 -0.05 -0.10 0.11
O -0.8012 2.3319 0.0776 0.37 1.24 -1.79
O 0.9210 -4.2769 0.3447 0.16 -0.19 -0.10
O 2.2984 4.7256 -1.9604 -1.12 -0.31 3.09
O 1.1870 -1.4085 -4.7375 0.03 -0.20 -0.16
O 2.3519 -6.8985 0.0797 0.04 -0.20 -0.06
O -3.4489 2.6369 3.7203 -0.14 -0.25 0.34
O 1.9004 2.5111 -1.1259 0.04 2.81 2.21
C 2.2703 -1.2655 -5.6459 -0.25 0.23 0.12
C -0.4978 -4.1504 0.2875 0.03 0.18 -0.03
C 0.1240 4.5096 -0.2402 -3.06 -0.15 1.93
C -0.8502 3.3872 -0.8543 0.65 0.11 0.30
C -0.9085 8.3738 -0.1040 -0.14 0.09 -0.21
C -3.4056 2.7584 5.1334 -0.15 0.20 -0.34
C 3.4317 -6.7667 -0.8299 -0.35 0.17 0.19
C -0.3653 0.9882 2.1132 -0.31 0.35 -0.47
C 1.1512 -0.9479 -1.6266 0.20 0.48 0.27
C -2.0350 -8.4736 0.8340 0.31 0.05 0.17
H -4.4180 2.7041 5.5477 0.06 0.00 0.23
H 0.8697 -2.0016 -1.6403 0.02 0.02 -0.02
H -0.7964 -3.7727 -0.6941 -0.16 0.03 0.07
H -0.7034 -7.6334 1.9639 0.07 0.14 -0.03
H -3.9744 3.3678 3.3859 0.13 0.02 -0.17
H 1.8917 -1.0955 -6.6580 0.19 -0.01 -0.08
H -2.2503 -9.2857 1.5344 -0.09 -0.11 -0.14
H -2.8110 1.9384 5.5326 0.00 0.02 -0.11
H -0.3446 3.3073 3.1117 0.54 0.24 -0.16
H -0.5405 3.1689 -1.9059 0.07 -0.49 0.80
H 0.3018 -0.3415 -1.9548 -0.03 -0.10 -0.17
H -2.9568 -8.1758 0.3370 0.05 0.07 0.06
H -0.6488 7.6833 0.6972 -0.11 -0.03 -0.07
H -0.2446 0.7897 3.2058 -0.16 -0.02 -0.83
H -2.9417 3.7084 5.4137 0.02 -0.05 0.20
H 4.0743 -5.9339 -0.5306 0.13 -0.03 -0.16
H -1.2903 0.5523 1.6649 0.64 -0.09 0.67
H 1.7544 0.3478 -0.3143 -0.20 -0.02 0.06
H 1.9993 -0.7934 -2.2969 -0.14 -0.11 -0.19
H -0.1796 8.2777 -0.9136 0.16 0.05 0.15
H 0.5163 0.6244 1.5103 -1.05 0.18 0.91
H 3.0517 -6.5956 -1.8413 0.20 0.01 -0.09
H -1.3154 -8.8130 0.0841 -0.12 -0.12 -0.06
H 1.8524 -6.0704 0.0515 -0.08 0.16 0.18
H -0.9450 -5.1304 0.4465 0.15 0.00 0.03
H -1.8586 3.0230 1.9350 0.01 0.28 -0.66
H 1.2945 -3.3990 0.2029 0.06 -0.01 0.10
H -2.4162 8.6655 -1.2896 -0.05 -0.04 -0.03
H 2.9048 -0.4282 -5.3431 0.13 -0.05 -0.14
H -1.8934 3.7845 -0.9722 0.77 0.25 0.48
H 2.8569 -2.1827 -5.6324 -0.08 0.01 0.06
H 1.0001 2.7391 1.6275 0.08 0.42 -0.49
H -0.9021 9.3960 0.2849 0.19 -0.02 0.06
H 0.6835 -0.5904 -4.7631 -0.03 0.00 0.14
H -0.1141 5.5079 -0.6732 1.04 -0.60 0.08
H 4.0121 -7.6889 -0.8171 -0.05 0.01 0.03
H -0.8377 -3.4678 1.0693 -0.14 0.00 -0.09
```
Forces are in eV/Å.

## Properties
Energy above the lowest of the compared OMol25 structures with the same formula, charge and spin ... 151.7 kJ/mol
Charge ... -1
Orbital gap ... 6.8 eV
Highest occupied orbital energy ... -4.34 eV
2S+1 ... 1

***

3.
# C10H38B2O5S5Sn

C10H38B2O5S5Sn as an isolated structure (ωB97M-V/def2-TZVPD, the Open Molecules 2025 dataset).

XYZ file:
```
61
Properties=species:S:1:pos:R:3:forces:R:3
Sn -0.7085 0.8668 -0.4630 0.00 0.73 -0.04
S 2.6417 -0.3342 -2.6403 -1.78 -1.34 2.11
S -0.5248 -3.2063 -1.7900 -1.16 1.29 1.11
S 0.3351 -1.9103 2.6663 1.38 2.88 -1.45
S 2.2637 3.9549 -0.9126 -1.66 -1.59 1.87
S -3.9343 -1.2663 1.1929 0.37 -0.38 -0.97
O -0.6945 -1.6942 -1.8687 0.88 -1.90 -0.26
O -2.8133 -0.9680 0.1758 -1.52 -0.11 1.80
O 0.3909 -1.1198 1.3387 -0.26 -2.03 1.75
O 1.6457 2.6169 -0.4004 1.20 2.31 -1.36
O 1.8325 -0.3399 -1.3170 1.84 -0.21 -2.58
C -1.6292 -3.6636 -0.4417 -0.76 -0.81 0.75
C 3.4325 3.5315 -2.2274 -0.45 0.14 -1.23
C 1.6687 -1.2284 -3.9549 -0.02 0.03 0.08
C 0.9761 4.8716 -1.8877 0.99 -0.78 -0.27
C 1.8477 -2.8940 2.7576 0.56 -1.05 0.89
C 1.0357 -3.6669 -0.8763 0.19 1.17 -0.58
C 0.9063 -0.6533 3.8892 0.70 0.07 1.01
C 3.8782 -1.7233 -2.5170 0.38 0.61 -0.13
C -4.9934 0.2186 1.2906 0.54 0.75 0.09
C -3.2264 -1.3930 2.9108 -0.35 0.53 -0.73
B -2.4611 3.8350 -0.8538 0.16 0.54 -0.01
B -1.1549 2.1923 2.2989 0.21 -0.27 0.06
H 0.2883 0.2386 3.9922 -0.62 -0.38 -0.48
H 1.9040 -0.2406 3.7395 0.12 -0.20 -1.28
H -4.3730 1.0794 1.0411 0.36 0.01 0.05
H -2.1606 1.8037 2.2568 -4.19 -1.80 0.02
H -5.4332 0.4329 2.2647 0.13 -0.46 0.13
H 1.5283 5.6941 -2.3423 -0.02 0.01 -0.26
H 0.1225 5.2589 -1.3316 0.25 -0.46 0.56
H -2.4965 -0.5839 2.8820 0.23 0.01 0.64
H 0.6264 -0.9178 -4.0257 0.14 0.33 0.54
H 2.1195 -1.0392 -4.9291 0.33 0.08 0.08
H -1.2240 -3.4066 0.5370 0.45 -0.05 -0.15
H 4.2247 -1.9356 -3.5284 -0.11 -0.04 -0.10
H 1.7626 -3.8016 -1.6773 0.12 -0.03 0.13
H 3.5277 -2.6390 -2.0407 -0.50 0.29 -0.09
H -2.6131 -3.1963 -0.4028 0.31 0.57 -0.97
H -3.9959 -1.3073 3.6780 -0.23 0.72 -0.26
H 4.7537 -1.3904 -1.9595 -0.15 0.27 0.12
H 2.0840 -3.1157 3.7984 -0.21 0.34 0.40
H -0.4127 1.4096 2.2704 2.85 -3.29 0.12
H 1.2459 -2.7389 -0.3445 0.17 0.23 0.04
H -1.8723 -4.7245 -0.5000 0.51 -0.32 0.03
H -5.7845 0.2034 0.5408 0.13 -0.56 -0.03
H -3.3389 4.2886 -0.4202 -3.84 1.42 1.49
H 1.6855 -2.3009 -3.7606 0.03 0.03 0.11
H 1.7221 -3.9096 2.3823 -0.31 0.19 -0.65
H -2.4531 2.7567 -0.8924 -0.18 -4.74 0.26
H -2.2836 4.1307 -1.8762 0.51 1.44 -4.31
H 1.1344 -4.4854 -0.1633 -0.85 -0.26 -0.27
H -1.6563 4.2095 -0.2403 3.39 1.27 2.28
H 2.8568 3.1936 -3.0891 -0.06 -0.47 0.04
H 0.6114 4.1427 -2.6114 -0.11 0.17 -0.15
H -2.8365 -2.3867 3.1313 0.44 0.04 -0.81
H -1.0214 2.8081 1.4230 0.59 2.35 -3.42
H 2.7621 -2.4558 2.3576 -0.44 0.43 -0.40
H 4.1657 2.7774 -1.9412 -0.41 -0.02 0.43
H 1.1072 -1.0774 4.8730 -0.80 -0.59 0.23
H 3.9860 4.3834 -2.6224 -0.06 0.41 0.48
H -0.9776 2.8160 3.1614 0.56 2.50 3.59
```
Forces are in eV/Å.

## Properties
Charge ... -1
Orbital gap (alpha / beta) ... 2.7 / 6.0 eV
Highest occupied orbital energy (alpha / beta) ... -0.71 / -4.07 eV
2S+1 ... 2
<S²> ... 0.75

***

4.
# C10H38O9

A 9-piece molecular cluster, C10H38O9 overall (ωB97M-V/def2-TZVPD, the Open Molecules 2025 dataset).

XYZ file:
```
57
Properties=species:S:1:pos:R:3:forces:R:3
O -1.3597 27.3357 -21.6657 0.12 0.21 0.14
O -6.3881 23.7611 -22.5402 -0.01 -0.01 -0.01
O -5.5926 26.2348 -21.2726 0.02 -0.02 0.21
O -2.9317 25.0772 -21.0747 -0.07 -0.07 0.09
O -1.0737 24.2225 -17.5375 0.13 -0.04 -0.18
O -1.9483 28.5351 -24.2953 -0.21 -0.09 -0.49
O 1.5152 26.6671 -20.8000 0.05 0.05 0.09
O -0.4565 24.3408 -22.2660 0.10 0.24 -0.07
O -2.4817 22.5240 -19.9758 0.05 -0.03 -0.12
C -3.1381 28.7203 -20.8276 -0.24 0.17 -0.60
C -3.5661 22.2076 -19.1330 -0.01 0.39 0.32
C 0.7048 23.3936 -24.1643 0.26 -0.85 -0.27
C -4.0113 20.7944 -19.4095 -0.84 -0.30 -0.14
C -3.2937 28.2644 -24.7226 -0.13 0.24 -0.10
C -1.7389 28.6933 -21.4003 0.42 0.19 0.65
C 0.2566 24.6350 -23.4612 -0.07 0.14 0.44
C -3.6169 26.8467 -24.3448 -0.08 -0.64 -0.04
C -0.2737 26.5164 -17.7567 -0.13 -0.05 -0.18
C -1.0360 25.3590 -18.3917 -0.20 0.50 0.35
H -1.0382 29.0933 -20.6573 -0.01 -0.04 -0.03
H -3.1989 28.1092 -19.9286 -0.07 -0.01 0.04
H -3.7351 25.4632 -21.4335 -0.17 0.09 -0.06
H 1.8361 27.2372 -21.5038 0.00 0.03 0.01
H -3.0673 26.1715 -25.0053 0.11 -0.03 0.17
H 0.7723 26.2716 -17.5830 0.01 -0.07 0.05
H -0.1310 22.7068 -24.3167 -0.05 0.11 -0.17
H -1.6449 29.3088 -22.2942 -0.14 -0.21 0.15
H -3.8459 28.3523 -21.5776 0.06 -0.18 0.15
H -3.3971 28.3702 -25.8098 0.19 0.08 0.08
H -3.1848 20.1205 -19.6231 0.17 0.13 0.06
H -4.6691 26.5861 -24.4709 -0.06 0.28 -0.07
H -1.0090 27.2640 -22.5594 -0.17 0.05 -0.16
H -1.3793 24.1528 -22.4689 -0.02 -0.07 0.10
H -3.2950 22.3497 -18.0759 0.15 -0.14 -0.12
H -0.7596 26.7738 -16.8101 0.14 0.05 0.04
H -2.0625 25.7039 -18.5872 0.04 -0.11 -0.08
H -0.3036 27.4062 -18.3918 -0.02 -0.06 -0.02
H -4.3996 22.9040 -19.3179 0.00 -0.13 -0.01
H -1.1700 24.5353 -16.6327 -0.02 0.00 -0.02
H -4.5900 20.3752 -18.5819 0.15 0.09 0.12
H -3.9836 28.9935 -24.2782 0.07 -0.13 0.16
H -3.4517 29.7426 -20.6091 0.16 0.01 0.21
H 1.1353 25.1949 -23.1371 -0.08 0.21 -0.08
H 1.4327 22.8417 -23.5668 -0.01 0.11 0.09
H -3.3576 26.6113 -23.3110 0.10 0.18 -0.08
H -4.7018 20.7798 -20.2600 0.28 -0.06 -0.10
H -5.5520 23.3526 -22.7824 0.02 -0.05 0.04
H -0.6017 25.0632 -19.3467 0.09 -0.21 0.09
H -1.7078 29.4188 -24.5887 0.03 -0.02 -0.10
H -2.3030 25.8144 -21.0338 0.12 0.04 -0.21
H -6.1477 24.5530 -22.0403 -0.03 -0.01 -0.12
H -5.4758 26.0685 -20.3288 -0.04 0.04 0.02
H -0.3493 25.2512 -24.1353 0.02 0.14 0.02
H 1.1763 23.6105 -25.1271 -0.12 0.05 0.02
H -6.0660 27.0707 -21.3302 -0.03 -0.02 -0.06
H -2.4788 23.4804 -20.1142 0.03 -0.11 -0.10
H 0.5518 26.7146 -20.8601 -0.06 -0.06 -0.11
```
Forces are in eV/Å.

## Properties
Energy above the lowest of the compared OMol25 structures with the same formula, charge and spin ... 0.0 kJ/mol
Charge ... 0
Structure (SMILES) ... CCO.CCO.CCO.CCO.CCO.O.O.O.O
Orbital gap ... 9.1 eV
Highest occupied orbital energy ... -9.07 eV
2S+1 ... 1

***

DFT total energy for the records above, in order: -1004.3809; -2070.0682; -3034.4659; -1080.9063 Ha